# 1
DFT (ωB97M-V/def2-TZVPD) results for C4H8N2O as an isolated structure in a non-equilibrium geometry.

Summary:
**Energy above the lowest of the compared OMol25 structures with the same formula, charge and spin**: 517.6 kJ/mol
**Gap between HOMO and LUMO**: 8.4 eV
**Largest force on an atom**: 0.0487 hartree/bohr
**Electronic energy**: -9301.029 eV

Geometry (Å):
C 0.658 0.897 0.638
C -0.698 -0.569 -1.398
C -0.561 -0.738 0.086
N -0.315 1.904 0.584
C 1.211 -1.388 0.644
N 0.626 -2.281 0.110
O -1.427 -0.805 0.912
H -0.614 2.158 -0.348
H -1.123 1.704 1.164
H 2.042 -1.105 1.284
H 1.476 1.069 -0.058
H 0.990 0.751 1.663
H -1.174 0.390 -1.608
H -1.354 -1.356 -1.772
H 0.264 -0.631 -1.900

Atom charges from the Mulliken analysis, given in e for atoms 1 to 6:
1 C -0.8609
2 C -1.0577
3 C 0.8929
4 N -0.5179
5 C -0.0459
6 N -0.4456

# 2
DFT (ωB97M-V/def2-TZVPD) results for C32H68N4O20 as an isolated structure in a non-equilibrium geometry.

Summary:
**Energy above the lowest of the compared OMol25 structures with the same formula, charge and spin**: 2705.0 kJ/mol
**Gap between HOMO and LUMO**: 8.4 eV
**Largest force on an atom**: 0.2448 hartree/bohr
**Electronic energy**: -81168.213 eV

Geometry (Å):
C -4.133 -1.216 -0.495
O -4.824 -2.281 0.101
H -3.926 -1.383 -1.552
H -4.694 -0.282 -0.510
H -3.124 -1.110 -0.095
H -4.763 -2.087 1.039
C -1.313 -1.126 -3.494
O -2.349 -1.837 -2.913
H -0.738 -0.525 -2.790
H -0.573 -1.829 -3.878
H -1.657 -0.619 -4.395
H -1.991 -2.511 -2.331
C -3.770 -1.001 2.670
O -4.927 -1.454 2.023
H -3.299 -1.796 3.246
H -3.111 -0.618 1.891
H -4.069 -0.210 3.357
H -5.638 -1.387 2.665
C -1.834 0.709 3.447
O -1.244 -0.529 3.248
H -1.469 1.439 2.724
H -2.915 0.633 3.335
H -1.673 1.174 4.420
H -1.183 -0.686 2.303
C 2.714 -1.287 -3.275
C 2.790 -0.790 -4.672
C 2.028 0.526 -4.859
O 2.946 1.383 -5.397
C 4.166 0.826 -5.379
O 5.161 1.414 -5.772
O 4.088 -0.471 -5.092
H 1.714 -1.642 -3.026
H 2.999 -0.484 -2.595
H 3.272 -2.217 -3.168
H 2.469 -1.550 -5.385
H 1.662 1.035 -3.967
H 1.209 0.402 -5.567
C -3.095 3.743 -0.268
C -4.029 2.548 -0.090
C -3.392 1.228 0.254
O -4.339 0.684 1.136
C -5.198 1.640 1.617
O -6.122 1.441 2.396
O -4.987 2.782 0.965
H -2.126 3.482 -0.694
H -2.890 3.968 0.779
H -3.494 4.608 -0.797
H -4.686 2.374 -0.943
H -2.473 1.279 0.838
H -3.310 0.652 -0.668
C 3.263 -3.908 -0.357
C 2.506 -2.537 -0.164
C 2.826 -1.866 1.145
O 3.154 -0.536 0.819
C 3.583 -0.512 -0.471
O 4.102 0.383 -1.104
O 3.177 -1.681 -1.039
H 4.225 -3.785 0.141
H 3.363 -4.244 -1.389
H 2.755 -4.660 0.246
H 1.456 -2.709 -0.401
H 3.664 -2.423 1.564
H 2.002 -1.836 1.858
C 2.027 -1.358 5.972
C 0.984 -0.639 5.126
C 0.893 0.843 5.218
O 1.202 1.300 3.882
C 1.425 0.295 3.073
O 1.852 0.395 1.899
O 1.396 -0.868 3.775
H 2.103 -2.413 5.707
H 1.629 -1.362 6.987
H 3.023 -0.922 5.888
H -0.003 -1.069 5.295
H 1.613 1.280 5.910
H -0.091 1.181 5.543
C -0.918 2.789 -1.518
O -1.569 1.843 -1.170
N -0.203 2.935 -2.651
C 0.529 4.163 -2.907
C 0.050 1.946 -3.671
H -0.805 3.648 -0.838
H 0.243 4.521 -3.896
H 1.611 4.029 -2.923
H 0.191 4.952 -2.236
H 1.096 1.669 -3.798
H -0.525 1.049 -3.441
H -0.312 2.324 -4.627
C -1.476 0.002 0.133
O -1.891 -0.091 1.288
N -0.218 -0.416 -0.180
C 0.375 -0.189 -1.485
C 0.749 -0.991 0.725
H -1.977 0.280 -0.807
H -0.217 0.371 -2.209
H 0.653 -1.046 -2.099
H 1.326 0.338 -1.416
H 1.053 -1.963 0.336
H 1.603 -0.335 0.897
H 0.308 -1.209 1.698
C 0.175 -4.059 1.642
O 1.013 -3.372 1.094
N -1.065 -3.647 1.816
C -1.912 -4.475 2.605
C -1.514 -2.366 1.274
H 0.409 -4.998 2.167
H -1.465 -5.331 3.111
H -2.655 -4.921 1.944
H -2.427 -3.851 3.336
H -1.577 -1.622 2.069
H -0.807 -2.045 0.509
H -2.524 -2.440 0.872
C 2.872 2.013 -1.751
O 2.715 2.032 -2.969
N 3.108 3.153 -1.008
C 3.442 3.035 0.367
C 3.352 4.473 -1.636
H 2.603 1.149 -1.123
H 4.509 2.867 0.514
H 2.929 2.226 0.887
H 3.040 3.779 1.054
H 3.026 4.407 -2.674
H 2.720 5.153 -1.064
H 4.373 4.836 -1.753

Atom charges from the Mulliken analysis, given in e for atoms 1 to 6:
1 C -1.1477
2 O -0.8053
3 H 0.8906
4 H 0.5854
5 H 0.2477
6 H 0.4469

# 3
DFT (ωB97M-V/def2-TZVPD) results for a 13-piece molecular cluster, H26O13 overall in a non-equilibrium geometry.

Summary:
**Energy above the lowest of the compared OMol25 structures with the same formula, charge and spin**: 801.6 kJ/mol
**Gap between HOMO and LUMO**: 8.6 eV
**Largest force on an atom**: 0.1178 hartree/bohr
**Electronic energy**: -27033.640 eV

Geometry (Å):
H 0.677 0.261 0.139
H 0.095 -1.123 -0.096
H 3.405 0.902 -2.790
H 3.957 2.293 -2.523
H 0.238 4.249 0.604
H -0.883 4.496 1.599
H 0.440 -0.794 4.825
H -0.418 0.394 4.424
H -1.738 0.199 1.095
H -1.216 -0.179 2.471
H 1.112 -3.196 -0.869
H -0.302 -2.642 -0.915
H 4.389 1.709 0.105
H 3.218 2.499 -0.456
H -4.409 -0.290 0.962
H -4.516 -1.223 2.157
H -0.073 1.212 -3.412
H -1.054 0.128 -2.999
H -3.713 -2.784 -0.351
H -4.705 -3.554 0.506
H -2.870 -0.531 -2.906
H -3.903 0.173 -3.770
H 3.401 -0.658 -0.627
H 3.805 -0.874 -2.076
H 3.166 -0.393 3.120
H 1.759 -0.501 2.556
O -0.082 -0.189 -0.250
O 4.067 1.370 -2.268
O 0.077 4.456 1.531
O 0.231 -0.226 4.075
O -1.066 -0.336 1.532
O 0.591 -2.472 -1.234
O 4.158 2.331 -0.594
O -4.071 -1.124 1.308
O -0.998 1.073 -3.179
O -4.591 -2.717 0.040
O -3.821 -0.450 -3.040
O 3.134 -0.450 -1.529
O 2.510 -1.038 2.831

Atom charges from the Mulliken analysis, given in e for atoms 1 to 6:
1 H 0.2437
2 H 0.3389
3 H 0.2900
4 H 0.2791
5 H 0.3122
6 H 0.3170

# 4
DFT (ωB97M-V/def2-TZVPD) results for an isolated ion of composition C18H24NO5 and charge -1 in a non-equilibrium geometry.

Summary:
**Energy above the lowest of the compared OMol25 structures with the same formula, charge and spin**: 68.3 kJ/mol
**Total charge**: -1
**Gap between HOMO and LUMO**: 7.0 eV
**Largest force on an atom**: 0.0593 hartree/bohr
**Electronic energy**: -30783.633 eV

Geometry (Å):
C -2.358 -3.975 2.528
C -1.290 -2.991 2.137
C -1.582 -2.388 0.783
C -0.502 -1.524 0.122
C -0.284 0.009 0.602
C 1.061 0.235 1.327
O 1.255 0.815 2.370
O 2.060 -0.390 0.653
C 3.288 -0.265 1.301
C 4.343 -0.979 0.485
C -1.434 0.502 1.511
O -1.444 1.107 2.558
O -2.632 0.183 0.920
C -3.699 1.007 1.389
C -4.910 0.820 0.487
C 0.031 1.159 -0.496
O -0.971 1.919 -0.600
N 1.167 1.112 -1.156
C 1.652 1.753 -2.222
C 2.921 1.490 -2.809
C 3.418 2.212 -3.943
C 2.597 3.257 -4.521
C 1.314 3.514 -3.951
C 0.876 2.773 -2.836
H -2.113 -4.447 3.469
H -3.330 -3.498 2.647
H -2.478 -4.753 1.780
H -1.224 -2.195 2.873
H -0.300 -3.454 2.094
H -1.754 -3.178 0.059
H -2.505 -1.816 0.801
H 0.500 -1.966 0.193
H -0.733 -1.433 -0.933
H 3.579 0.788 1.480
H 3.141 -0.771 2.266
H 5.315 -0.714 0.937
H 4.214 -2.072 0.562
H 4.313 -0.697 -0.581
H -3.907 0.688 2.415
H -3.372 2.052 1.352
H -5.643 1.585 0.808
H -4.644 0.958 -0.580
H -5.382 -0.178 0.609
H 3.497 0.694 -2.344
H 4.408 1.985 -4.385
H 2.972 3.842 -5.385
H 0.647 4.286 -4.367
H -0.076 2.941 -2.408

Atom charges from the Mulliken analysis, given in e for atoms 1 to 6:
1 C -1.4010
2 C -0.1183
3 C -0.7563
4 C -0.7641
5 C 2.9150
6 C -0.3748